(1)
ORCA calculation (ωB97M-V/def2-TZVPD) on one molecule with the formula C5H7NO.

Orbital gap = 0.32433 Eh
Net charge = 0
Structure (SMILES) = C[N@+]12CC([O-])=C1C2

Atoms and positions in Å:
O  -2.159  1.152  1.557
C  -1.305  0.519  0.984
C  -1.208  0.076  -0.477
N  0.228  -0.250  -0.305
C  1.298  0.556  -0.882
C  0.080  0.162  1.353
C  0.430  -1.165  0.816
H  -1.362  0.842  -1.239
H  -1.799  -0.815  -0.720
H  0.914  1.089  -1.753
H  2.152  -0.059  -1.175
H  1.601  1.276  -0.119
H  1.473  -1.475  0.890
H  -0.260  -2.011  0.807



(2)
ORCA calculation (ωB97M-V/def2-TZVPD) on one molecule with the formula C5H7NO.

Orbital gap = 0.38164 Eh
Net charge = 0
Structure (SMILES) = O[C@@H]1C=C[C@@]12CN2

Atoms and positions in Å:
C  -1.752  -0.576  -0.114
N  -1.505  0.870  -0.185
C  -0.385  -0.041  -0.241
C  0.778  -0.112  0.780
C  1.654  -0.321  -0.444
C  0.649  -0.169  -1.317
O  1.007  1.073  1.508
H  -2.040  -1.022  0.838
H  -2.258  -0.995  -0.982
H  -1.539  1.288  0.744
H  0.725  -0.918  1.519
H  2.717  -0.513  -0.545
H  1.300  1.737  0.867
H  0.583  -0.172  -2.400



(3)
ORCA calculation (ωB97M-V/def2-TZVPD) on one molecule with the formula C5H7NO.

Orbital gap = 0.36352 Eh
Net charge = 0

Atoms and positions in Å:
C  2.331  -0.654  -1.567
C  0.631  -0.175  0.134
C  0.045  0.830  0.722
O  -1.311  1.107  0.705
C  -2.098  0.052  1.044
N  -3.334  0.538  1.137
C  1.440  -1.042  -0.413
H  3.082  -1.421  -1.763
H  2.859  0.264  -1.293
H  1.781  -0.452  -2.489
H  0.607  1.541  1.322
H  -3.558  1.520  1.003
H  -4.069  -0.084  1.431
H  1.552  -2.035  0.023



| no. | LUMO energy (eV) | E_HOMO (Eh) |
| --- | --- | --- |
| 1 | 0.7307 | -0.297 |
| 2 | 1.0113 | -0.344 |
| 3 | 1.1119 | -0.323 |